[1]
37
Properties=species:S:1:pos:R:3:forces:R:3 method="wB97M-V/def2-TZVPD" spin_multiplicity=1 largest_force_ha_per_bohr=0.011 e_above_lowest_kcal_mol=1.3 energy_ha=-8462.28049
Ti 0.321 -1.175 0.657 0.1 -0.6 0.0
S -1.787 -2.685 4.895 0.1 -0.2 -0.2
Sb -0.658 -2.525 2.993 0.0 0.5 -0.3
S 0.816 -0.591 2.801 0.1 0.1 0.5
S -1.823 -1.632 1.000 -0.5 0.0 0.1
S 0.610 -3.791 1.531 0.0 -0.1 0.1
C 1.229 -1.316 -3.054 -0.1 0.0 0.0
Se 0.440 -2.521 -1.750 0.3 -0.1 0.1
C 2.019 -3.656 -1.514 0.0 0.2 0.0
C 3.273 -2.918 -1.071 -0.1 0.0 0.0
Se 3.049 -1.898 0.595 -0.1 0.1 -0.2
C 4.039 -0.311 0.046 -0.1 0.1 0.1
H 1.593 -1.897 -3.897 0.0 0.0 0.0
H 2.028 -0.727 -2.613 0.0 0.0 0.0
H 0.436 -0.647 -3.372 0.0 0.0 0.0
H 2.202 -4.145 -2.471 0.0 0.0 0.0
H 1.711 -4.409 -0.793 0.0 -0.1 0.0
H 3.609 -2.214 -1.830 0.0 0.0 0.0
H 4.064 -3.648 -0.905 0.1 0.0 0.0
H 5.061 -0.574 -0.212 0.0 -0.1 0.0
H 4.052 0.350 0.910 0.0 0.0 0.0
H 3.533 0.186 -0.777 0.0 0.0 0.0
O -4.872 4.118 2.280 -0.1 0.1 0.0
C -4.403 4.199 1.016 0.1 0.0 0.0
O -4.906 4.954 0.235 0.0 0.0 0.0
C -3.235 3.324 0.678 0.0 0.0 0.2
C -2.342 2.866 1.641 0.0 0.0 0.0
C -1.258 2.081 1.279 0.0 0.0 0.0
C -1.070 1.732 -0.053 -0.1 0.0 0.1
S 0.311 0.749 -0.600 0.2 0.2 -0.2
C -1.964 2.191 -1.018 0.1 0.0 0.0
C -3.030 2.990 -0.652 -0.1 0.0 -0.2
H -4.474 3.381 2.753 0.1 -0.1 0.0
H -2.462 3.143 2.682 0.1 0.0 0.0
H -0.569 1.733 2.033 0.1 0.0 0.0
H -1.814 1.916 -2.053 0.0 0.0 0.0
H -3.726 3.368 -1.390 0.0 0.0 0.0

=====

[2]
10
Properties=species:S:1:pos:R:3:forces:R:3 method="wB97M-V/def2-TZVPD" smiles="O=C[C@H](Cl)CF" spin_multiplicity=1 largest_force_ha_per_bohr=0.071 e_above_lowest_kcal_mol=16.0 energy_ha=-751.96549
O 1.857 -1.306 0.122 0.6 -0.1 -0.2
C 0.831 -0.883 -0.298 -1.4 -1.5 -0.8
C -0.196 -0.200 0.577 0.7 0.2 2.3
Cl -1.773 -0.286 -0.155 -0.8 -0.3 -0.1
C 0.330 1.183 0.541 -0.4 2.6 2.6
F 0.958 1.424 -0.642 -0.3 0.9 -1.2
H 0.414 -0.964 -1.370 1.0 0.0 0.9
H -0.189 -0.450 1.717 -0.2 -0.3 -2.2
H 1.108 1.366 1.291 0.0 -0.7 0.1
H -0.457 1.947 0.878 0.8 -0.8 -1.4

=====

[3]
315
Properties=species:S:1:pos:R:3:forces:R:3 method="wB97M-V/def2-TZVPD" spin_multiplicity=1 largest_force_ha_per_bohr=0.083 energy_ha=-14822.95431
C 21.074 11.263 18.970 1.3 0.7 1.8
C 20.411 10.557 17.822 0.5 -0.5 -0.8
C 19.487 11.479 17.057 0.1 1.0 1.4
S 20.269 13.248 17.274 -2.0 -1.4 0.7
O 19.246 14.177 17.810 1.7 -1.0 -0.3
O 20.915 13.620 16.030 0.2 0.2 0.2
C 21.572 12.702 18.543 -0.9 -0.9 -1.7
H 21.840 10.614 19.394 1.3 0.2 -1.0
H 20.584 11.177 19.940 -1.5 1.1 -0.4
H 19.945 9.641 18.186 -0.5 0.2 0.1
H 21.160 10.154 17.141 0.4 0.2 -0.1
H 18.561 11.516 17.630 -0.1 0.5 -0.3
H 19.287 11.217 16.018 0.3 0.4 0.1
H 21.901 13.538 19.161 -0.7 -0.4 0.6
H 22.394 12.619 17.831 0.0 -0.4 0.0
C 21.560 18.288 25.366 1.1 0.1 0.5
C 22.032 18.006 23.920 -0.2 -0.3 0.4
C 22.240 16.491 23.763 0.1 -0.1 -1.1
S 22.819 15.864 25.345 -1.1 -0.6 2.6
O 24.249 15.711 25.518 -0.3 0.6 -1.1
O 22.049 14.691 25.737 -0.1 0.5 -0.7
C 22.319 17.358 26.332 0.6 -0.3 -0.4
H 20.474 18.216 25.426 0.1 -0.4 0.2
H 21.822 19.321 25.598 -0.1 0.1 0.1
H 22.970 18.495 23.656 -0.1 0.3 0.2
H 21.215 18.432 23.339 0.3 -0.4 -0.7
H 22.965 16.168 23.016 0.5 0.5 0.1
H 21.357 15.965 23.398 -0.4 0.0 0.9
H 23.318 17.671 26.638 0.1 0.7 -0.5
H 21.890 17.147 27.312 -0.7 -0.6 -0.5
C 18.026 25.082 25.115 -1.0 -0.2 -0.3
C 17.172 24.251 24.046 0.9 -1.2 2.0
C 16.261 23.233 24.876 0.8 1.4 0.7
S 17.158 22.888 26.526 -0.3 2.2 2.4
O 17.778 21.583 26.587 -0.2 0.1 -0.8
O 16.363 23.279 27.737 1.2 -0.6 -3.0
C 18.533 24.198 26.233 -0.7 -1.8 -0.8
H 17.362 25.857 25.496 0.3 0.3 0.1
H 18.951 25.484 24.701 -0.4 0.5 -0.5
H 17.905 23.712 23.446 -0.3 0.0 -0.4
H 16.531 24.889 23.438 0.2 -0.1 0.0
H 15.933 22.275 24.473 0.4 0.1 -0.2
H 15.381 23.826 25.125 -0.1 -0.3 0.5
H 19.333 23.593 25.806 0.0 -0.4 0.0
H 19.000 24.681 27.092 -0.9 0.0 0.3
C 28.544 20.346 14.288 0.2 0.9 -0.9
C 27.235 20.084 15.006 -0.3 -0.6 -0.4
C 26.982 21.333 15.859 0.1 0.4 -0.1
S 27.534 22.774 14.833 2.1 -3.2 1.7
O 28.607 23.382 15.584 -0.3 0.7 -0.6
O 26.371 23.453 14.385 -0.9 1.1 -1.0
C 28.327 21.674 13.529 -0.6 0.8 0.6
H 28.834 19.641 13.508 -0.2 -0.5 0.3
H 29.360 20.421 15.007 0.1 0.2 -0.1
H 27.225 19.108 15.490 0.2 0.4 0.8
H 26.490 19.886 14.235 -0.5 0.6 -0.1
H 27.590 21.356 16.763 0.4 -0.1 -0.3
H 25.989 21.564 16.246 -0.2 -0.3 -0.6
H 29.199 22.087 13.022 0.1 0.3 0.6
H 27.552 21.612 12.764 -0.1 -0.4 0.0
C 17.351 20.838 22.019 -1.8 0.0 1.6
C 18.268 20.103 23.088 -1.3 0.5 -1.3
C 17.367 19.257 24.041 0.9 -1.1 -0.8
S 15.691 19.037 23.279 0.8 -0.3 -0.9
O 14.809 19.927 23.976 -0.6 0.2 0.6
O 15.267 17.632 23.061 1.0 2.0 0.3
C 16.161 19.857 21.719 1.6 -1.3 -0.2
H 17.833 21.257 21.136 0.2 -0.5 0.0
H 16.800 21.663 22.471 0.4 0.5 0.3
H 19.008 20.684 23.638 -0.4 0.5 0.0
H 18.864 19.476 22.425 0.1 -0.6 0.4
H 17.248 19.542 25.086 -0.1 0.6 -0.3
H 17.935 18.326 24.055 -0.7 -0.6 0.2
H 15.327 20.204 21.109 -0.1 0.2 0.5
H 16.552 18.966 21.225 0.2 -0.1 -0.6
C 17.805 22.675 12.085 1.3 -0.3 0.2
C 17.074 21.604 11.247 0.9 0.4 -0.1
C 17.258 20.309 11.987 -0.2 -0.6 1.2
S 19.052 20.265 12.565 -1.7 2.5 0.5
O 19.886 19.542 11.633 0.2 -0.5 0.2
O 19.133 20.048 14.019 0.1 -0.1 -1.6
C 19.227 22.113 12.195 0.7 -1.4 -0.2
H 17.417 22.793 13.097 -0.4 -0.1 0.0
H 17.963 23.667 11.663 -0.6 0.0 -0.4
H 17.636 21.441 10.328 -0.2 0.6 -0.5
H 16.024 21.793 11.027 0.1 0.0 0.1
H 16.919 19.438 11.427 0.6 -0.1 0.0
H 16.650 20.357 12.890 0.2 -0.3 0.4
H 19.725 22.125 11.226 -0.2 -0.1 -0.2
H 19.985 22.576 12.828 -0.6 0.0 0.6
C 23.415 20.567 12.425 -1.1 -0.1 1.5
C 24.698 20.929 11.742 -0.2 0.7 -0.7
C 24.393 22.244 11.043 -1.0 1.3 -1.2
S 23.111 23.191 12.040 1.9 -1.2 -0.2
O 21.948 23.399 11.192 0.1 -0.1 0.7
O 23.743 24.326 12.695 -0.8 -0.5 -0.4
C 22.938 21.799 13.216 -0.8 -0.5 -0.1
H 23.536 19.645 12.994 0.2 0.4 0.9
H 22.617 20.214 11.772 0.1 0.6 -0.8
H 24.774 20.060 11.088 1.2 0.5 -0.5
H 25.556 21.119 12.388 -0.2 -0.7 0.3
H 23.966 22.086 10.052 -0.5 -0.2 0.1
H 25.105 23.038 10.819 0.8 -0.5 0.6
H 21.890 21.742 13.508 0.0 0.0 0.1
H 23.551 21.945 14.105 0.1 0.4 -0.2
C 10.788 17.869 20.647 -0.9 1.0 -0.3
C 11.085 16.606 19.849 0.5 -0.1 -0.8
C 12.305 16.860 18.983 0.7 0.3 -0.4
S 12.371 18.726 18.631 -1.0 0.1 1.1
O 11.988 19.124 17.300 0.2 -0.7 -0.1
O 13.609 19.258 19.164 -0.2 -0.3 0.1
C 10.877 19.150 19.711 1.0 -1.7 -0.3
H 11.469 17.934 21.495 0.1 0.2 -0.1
H 9.787 17.686 21.037 -0.1 0.7 0.2
H 10.277 16.266 19.200 -0.3 0.3 0.2
H 11.324 15.790 20.531 -0.2 0.0 0.0
H 12.371 16.306 18.046 -0.5 0.3 -0.2
H 13.175 16.504 19.534 0.4 0.9 0.0
H 10.071 19.250 18.984 -0.1 -0.5 0.0
H 11.003 20.162 20.096 0.4 -0.4 0.6
C 18.838 26.794 12.937 -0.6 -0.5 0.2
C 20.262 26.453 12.565 1.1 -1.0 1.3
C 21.043 26.411 13.861 -0.9 0.0 1.5
S 19.939 25.597 15.119 -0.2 1.2 0.0
O 19.962 26.283 16.449 0.1 -1.6 -2.4
O 20.154 24.160 14.969 -0.2 0.5 0.6
C 18.369 26.023 14.232 0.7 0.3 -0.4
H 18.299 26.507 12.034 -0.8 0.4 0.4
H 18.729 27.849 13.187 0.0 0.1 -0.5
H 20.790 27.164 11.931 -0.5 -0.1 -0.3
H 20.334 25.443 12.161 -0.1 0.1 -0.5
H 21.046 27.423 14.264 0.9 0.1 0.1
H 21.960 25.822 13.851 0.2 0.5 0.1
H 17.763 26.672 14.864 0.2 -0.1 0.1
H 17.826 25.092 14.075 0.2 0.0 -0.2
C 17.020 16.583 15.752 -0.3 -0.3 -0.1
C 16.204 16.204 17.056 0.5 -1.1 -0.6
C 16.114 14.656 17.155 0.1 0.3 -0.7
S 16.635 14.025 15.478 -1.0 0.3 0.2
O 15.472 13.994 14.540 2.4 0.3 1.8
O 17.423 12.844 15.710 -0.2 -0.9 -0.6
C 17.790 15.362 15.149 -0.4 0.9 0.4
H 17.689 17.383 16.069 -0.1 0.1 -0.6
H 16.314 16.910 14.989 0.2 0.4 0.0
H 15.198 16.625 17.082 0.3 0.4 -0.1
H 16.815 16.575 17.878 -0.4 0.0 0.2
H 15.153 14.191 17.377 -0.3 0.4 -0.3
H 16.789 14.302 17.933 0.4 -0.4 -0.6
H 18.093 15.442 14.105 -1.0 0.2 -0.3
H 18.759 15.152 15.601 -0.4 -0.3 0.8
C 22.855 23.377 18.320 0.8 1.8 0.1
C 22.955 23.670 16.785 2.7 -1.3 0.1
C 23.913 24.875 16.540 -0.9 1.2 1.5
S 25.033 25.111 18.015 -0.2 -1.2 1.5
O 24.926 26.472 18.621 0.2 -2.4 -1.6
O 26.329 24.476 17.733 -1.2 1.3 0.1
C 24.113 23.885 19.098 0.1 0.2 -0.8
H 22.768 22.331 18.612 -0.7 0.1 -0.4
H 22.086 24.058 18.684 -0.7 -0.7 0.1
H 22.023 23.602 16.225 -0.1 0.9 0.4
H 23.539 22.880 16.312 0.0 -0.7 0.2
H 23.329 25.785 16.674 0.1 0.4 -0.7
H 24.582 24.868 15.679 -0.4 -0.1 -0.1
H 23.869 24.379 20.038 0.0 0.1 -0.1
H 24.767 23.047 19.338 0.4 0.3 -0.3
C 19.264 14.797 10.300 0.7 -0.4 -0.2
C 18.348 13.973 11.257 0.1 1.2 -0.7
C 16.970 14.646 11.078 -0.5 0.0 -0.2
S 17.252 16.482 10.945 0.7 -0.8 -0.4
O 17.023 17.026 12.282 0.2 0.0 -1.2
O 16.662 17.089 9.741 0.2 -0.7 1.7
C 19.048 16.253 10.567 -0.4 1.7 1.5
H 19.112 14.567 9.246 -0.3 -0.2 0.0
H 20.325 14.637 10.488 0.0 -0.5 0.0
H 18.732 14.054 12.274 -0.2 0.3 0.2
H 18.370 12.904 11.048 -0.3 0.1 -0.3
H 16.230 14.415 11.845 0.2 0.4 0.3
H 16.481 14.366 10.145 0.3 -0.1 -0.3
H 19.611 16.571 11.445 -0.4 -0.4 0.7
H 19.397 17.072 9.938 -0.5 -0.5 -1.0
C 24.507 18.362 20.832 0.2 0.2 -1.5
C 24.760 17.113 19.898 0.2 0.4 0.6
C 24.727 17.607 18.454 0.0 0.5 -0.1
S 25.490 19.292 18.462 -0.7 0.4 2.3
O 24.556 20.209 17.843 0.2 -0.1 0.1
O 26.882 19.322 18.072 -0.5 -0.6 -0.2
C 25.510 19.422 20.380 0.2 -1.2 -0.5
H 24.546 18.187 21.907 0.2 -0.3 -0.1
H 23.574 18.877 20.605 -0.7 -0.8 0.1
H 24.041 16.319 20.101 -0.1 0.1 -0.3
H 25.742 16.664 20.046 0.1 0.2 0.6
H 23.680 17.643 18.152 0.1 0.6 -0.4
H 25.294 17.082 17.685 0.0 -0.4 0.3
H 25.278 20.377 20.853 0.2 0.3 -0.7
H 26.498 19.051 20.651 0.3 0.5 -0.2
C 17.541 23.571 17.386 2.0 0.3 -0.7
C 16.238 23.551 18.108 -1.1 -1.3 0.8
C 15.415 22.379 17.603 -0.1 -1.6 -0.2
S 16.531 21.207 16.593 -0.1 0.6 -0.3
O 15.850 20.722 15.412 -0.1 0.3 0.3
O 17.263 20.191 17.346 -0.6 1.1 0.2
C 17.586 22.593 16.171 -0.2 0.9 1.0
H 18.351 23.395 18.094 0.1 -0.3 -0.1
H 17.720 24.585 17.027 0.2 -0.1 -0.3
H 15.616 24.436 17.977 0.3 0.2 0.1
H 16.428 23.369 19.166 -0.1 0.5 0.0
H 14.610 22.741 16.963 0.1 -0.6 -0.3
H 14.991 21.733 18.372 -0.1 0.1 0.1
H 17.033 23.161 15.422 0.1 -0.6 -0.6
H 18.581 22.288 15.848 -0.2 0.1 -0.1
C 20.198 17.753 18.235 -0.9 0.1 0.5
C 20.297 18.587 16.920 1.3 0.7 0.6
C 20.638 20.095 17.228 -1.5 -0.5 1.4
S 20.342 20.210 19.154 0.6 -0.7 -1.5
O 19.548 21.362 19.513 0.1 -0.1 0.1
O 21.646 20.024 19.824 -1.6 0.0 -0.6
C 19.402 18.578 19.306 1.7 0.6 -1.2
H 21.170 17.434 18.611 0.2 0.3 0.0
H 19.646 16.826 18.078 0.0 -0.1 -0.3
H 19.395 18.558 16.308 0.0 0.0 0.2
H 21.136 18.199 16.342 -0.1 -0.2 -0.2
H 19.894 20.714 16.727 -0.2 0.1 0.5
H 21.593 20.551 16.968 0.4 -0.7 0.4
H 18.365 18.592 18.972 0.0 0.8 0.2
H 19.512 18.297 20.354 0.1 -0.2 -0.1
C 21.247 24.208 22.547 1.1 0.1 1.1
C 21.556 22.711 22.111 0.6 2.4 -2.5
C 22.530 22.052 22.984 0.6 -0.5 2.9
S 23.707 23.345 23.680 -0.4 1.2 -0.7
O 24.649 23.632 22.585 -0.9 -0.4 1.3
O 24.229 23.140 25.047 -1.2 0.0 -2.2
C 22.335 24.695 23.629 -0.6 -2.5 -0.4
H 20.251 24.284 22.985 0.0 -0.1 0.3
H 21.223 24.952 21.751 0.2 -0.6 -0.5
H 22.100 22.854 21.178 -0.3 -0.2 -0.5
H 20.678 22.113 21.864 0.0 0.1 0.3
H 23.144 21.237 22.600 -0.1 0.2 -0.3
H 21.943 21.677 23.822 0.5 -0.3 0.6
H 22.790 25.675 23.482 -0.1 -0.2 0.1
H 21.817 24.513 24.571 0.5 0.7 0.4
C 18.398 28.096 19.245 0.8 -1.4 -0.4
C 19.131 27.974 20.626 -2.1 0.6 0.5
C 17.975 27.478 21.549 0.1 -1.5 -0.4
S 17.187 26.096 20.581 1.8 -0.8 -0.7
O 15.726 26.195 20.661 1.5 -0.3 0.0
O 17.929 24.831 20.861 -1.7 1.8 0.1
C 17.883 26.624 18.927 0.0 1.4 1.3
H 19.141 28.434 18.522 -0.2 -0.3 -0.3
H 17.568 28.800 19.191 0.1 0.1 0.6
H 19.506 28.923 21.008 -0.2 0.2 -0.2
H 20.010 27.330 20.624 -0.4 -0.4 -0.3
H 17.148 28.164 21.734 0.3 0.4 -0.2
H 18.247 27.002 22.491 0.2 0.1 0.0
H 17.088 26.502 18.191 0.2 0.3 0.0
H 18.759 26.011 18.716 -0.3 -0.2 0.0
C 26.483 11.504 16.527 1.3 0.6 0.3
C 27.396 12.786 16.576 -1.2 0.0 -0.6
C 26.863 13.685 17.701 -0.3 -0.6 1.2
S 25.006 13.346 17.959 2.0 -2.3 -1.5
O 24.225 14.448 17.443 -0.2 -0.1 0.8
O 24.739 12.675 19.233 0.2 1.3 -0.9
C 25.084 12.006 16.643 -1.3 1.3 0.0
H 26.771 10.809 17.316 -0.2 -0.1 0.0
H 26.610 11.043 15.548 0.1 -0.2 0.2
H 27.293 13.229 15.586 -0.1 0.4 0.1
H 28.463 12.607 16.708 -0.2 -0.3 0.2
H 27.076 14.754 17.699 -0.3 -0.1 -0.5
H 27.330 13.286 18.601 -0.2 0.1 0.4
H 24.844 12.597 15.759 0.1 0.1 -0.2
H 24.266 11.290 16.717 0.2 -0.1 0.6
C 17.519 15.527 21.619 -1.5 0.9 -0.1
C 16.237 15.228 20.709 0.8 -0.3 0.3
C 15.817 13.773 20.915 0.7 -0.2 1.0
S 17.389 12.847 21.231 1.3 0.8 0.2
O 17.879 12.103 20.071 -0.7 0.7 0.9
O 17.251 12.169 22.504 -0.1 -0.1 -0.3
C 18.462 14.384 21.532 0.4 -0.8 -1.9
H 17.324 15.788 22.659 -0.7 -0.2 -0.1
H 17.966 16.437 21.219 0.2 0.0 -0.1
H 16.511 15.347 19.661 0.1 0.3 0.1
H 15.420 15.910 20.945 0.1 0.0 0.1
H 15.224 13.222 20.185 0.3 0.4 -0.3
H 15.303 13.699 21.873 0.0 -0.2 0.1
H 19.037 14.553 20.622 -0.2 -0.6 -0.5
H 19.271 14.307 22.259 -0.7 -0.5 0.7
C 16.774 13.677 26.322 -1.3 1.9 0.5
C 17.850 12.778 25.800 0.1 -0.4 0.9
C 19.156 13.585 25.654 -0.3 0.0 -1.6
S 18.693 15.443 25.613 0.1 -2.4 3.5
O 18.972 16.109 24.381 0.7 0.6 -1.3
O 19.160 16.036 26.873 -0.5 -0.4 -1.5
C 16.923 15.122 25.691 0.3 -0.8 0.2
H 16.765 13.716 27.412 0.7 0.5 0.1
H 15.790 13.226 26.193 -0.2 0.3 -0.8
H 17.458 12.225 24.946 0.7 0.5 -0.5
H 17.930 12.010 26.569 0.5 -0.1 0.0
H 19.568 13.359 24.671 0.2 0.3 -0.1
H 19.951 13.332 26.356 -0.3 0.6 0.3
H 16.617 15.170 24.646 -0.2 -0.2 0.0
H 16.520 15.994 26.206 -0.3 -0.3 0.2
C 22.449 16.412 12.228 1.1 0.6 -0.8
C 21.694 16.375 13.528 -0.5 -0.3 1.0
C 22.548 15.681 14.602 0.9 0.8 0.2
S 24.218 16.463 14.383 1.0 0.7 -0.5
O 25.368 15.568 14.759 -2.6 1.9 -0.8
O 24.219 17.893 14.833 -0.1 -2.7 -0.3
C 23.987 16.534 12.530 -0.3 -0.6 0.4
H 22.085 17.239 11.618 0.2 0.4 0.2
H 22.227 15.583 11.557 0.3 -0.5 0.4
H 20.721 15.902 13.393 0.1 -0.4 0.2
H 21.422 17.380 13.850 0.3 0.2 0.1
H 22.726 14.616 14.453 -0.2 0.0 0.0
H 22.274 15.875 15.639 -0.2 -0.2 -0.1
H 24.540 15.664 12.177 0.0 0.1 -0.2
H 24.460 17.450 12.174 -0.1 -0.1 0.1

=====

[4]
18
Properties=species:S:1:pos:R:3:forces:R:3 method="wB97M-V/def2-TZVPD" smiles="C/C=C/CCC" spin_multiplicity=1 largest_force_ha_per_bohr=0.065 e_above_lowest_kcal_mol=55.8 energy_ha=-235.72928
C 3.244 -0.380 0.104 0.7 -0.7 -1.2
C 1.900 0.409 0.099 1.8 1.6 1.6
C 0.724 0.054 -0.399 1.0 -1.0 -0.7
C -0.597 0.644 -0.114 -2.0 1.8 1.0
C -1.670 -0.435 0.152 -1.8 -1.0 1.1
C -3.278 -0.106 0.083 1.4 0.7 -3.0
H 3.441 -0.786 1.152 0.0 1.0 -1.2
H 3.245 -1.345 -0.538 -0.4 1.6 0.8
H 4.168 0.237 -0.323 -2.0 -1.1 1.3
H 2.019 1.410 0.716 -0.6 -2.1 -1.1
H 0.747 -0.843 -1.041 -0.2 0.2 0.3
H -1.027 1.409 -0.853 0.8 -1.3 0.4
H -0.526 1.248 0.813 0.2 -0.1 -0.4
H -1.615 -1.012 1.182 0.6 1.5 -1.8
H -1.501 -1.225 -0.577 -0.1 -0.2 -0.2
H -3.646 -1.074 0.439 -0.8 0.9 0.6
H -3.706 -0.043 -1.055 1.3 0.0 2.5
H -3.545 0.906 0.540 0.1 -1.9 0.0

=====

| no. | orbital gap (eV) |
| --- | --- |
| 1 | 7.24 |
| 2 | 11.06 |
| 3 | 9.26 |
| 4 | 10.50 |